1.
Computed, not measured: C11H9Cl3NO7RuS as an isolated structure, with ωB97M-V/def2-TZVPD.

```
33
Properties=species:S:1:pos:R:3
Ru 0.208 0.829 -0.267
O 1.697 2.346 -3.899
C 0.980 1.777 -2.969
O 1.250 1.852 -1.781
C -0.214 1.034 -3.510
O -1.067 0.642 -2.444
C -1.330 -0.757 -2.339
C -0.369 -1.263 -1.284
O -0.968 -2.071 -0.382
O 0.834 -1.000 -1.263
H 2.469 2.793 -3.511
H 0.161 0.175 -4.071
H -0.755 1.686 -4.198
H -1.199 -1.274 -3.291
H -2.353 -0.884 -1.994
S 1.866 0.750 1.388
C 1.014 0.014 2.874
C 1.618 -1.337 3.200
C 1.280 -2.504 2.657
C 0.444 -2.712 1.485
C -0.422 -1.937 0.869
N -0.426 0.014 2.808
H 2.399 -1.327 3.949
H 1.795 -3.390 3.001
H 0.609 -3.648 0.953
H -2.669 0.473 0.178
Cl -3.545 -0.709 2.199
C -2.484 0.210 1.213
Cl -0.898 -0.187 1.332
Cl 1.412 1.069 4.287
C -0.443 3.093 1.624
O -0.484 3.456 2.703
O -0.408 2.786 0.482
```

Energy relative to the best compared isomer or geometry (same formula, charge and spin) ... 958.6 kJ/mol
Net charge ... +1
Maximum force ... 0.66 eV Å⁻¹
LUMO ... -4.28 eV
HOMO ... -0.4240 Ha
Kohn-Sham gap ... 0.267 Ha
Spin multiplicity ... 1



2.
Computed, not measured: C11H9ClNO2PtS3 as an isolated structure, with ωB97M-V/def2-TZVPD.

```
28
Properties=species:S:1:pos:R:3
Pt -0.189 0.690 -0.017
Cl 6.604 -2.071 0.026
C 5.118 -1.144 0.034
C 5.182 0.262 0.033
C 4.041 1.008 0.040
C 2.746 0.407 0.044
O 1.736 1.196 0.050
C 2.707 -1.015 0.048
C 1.496 -1.800 0.067
O 0.333 -1.407 0.069
C 3.906 -1.763 0.042
H 6.149 0.748 0.027
H 4.073 2.089 0.038
H 1.671 -2.888 0.083
H 3.852 -2.845 0.046
S -2.091 5.227 -0.191
C -1.983 3.561 -0.294
S -0.385 2.903 -0.084
S -3.334 2.535 -0.395
C -5.506 -0.133 0.045
C -4.473 -1.262 0.055
C -3.121 -0.713 -0.037
N -2.089 -0.232 -0.039
H -6.510 -0.550 0.125
H -5.437 0.448 -0.873
H -5.341 0.551 0.875
H -4.620 -1.945 -0.784
H -4.534 -1.857 0.967
```

Energy relative to the best compared isomer or geometry (same formula, charge and spin) ... 97.7 kJ/mol
Net charge ... -1
Maximum force ... 1.91 eV Å⁻¹
LUMO ... 2.08 eV
HOMO ... -0.1151 Ha
Kohn-Sham gap ... 0.192 Ha
Spin multiplicity ... 1



3.
Computed, not measured: C11H9F7OTl as an isolated structure, with ωB97M-V/def2-TZVPD.

```
29
Properties=species:S:1:pos:R:3
Tl -1.415 1.047 1.173
F 5.194 -1.208 2.207
C 3.885 -1.332 2.210
C 3.123 -0.422 2.959
C 1.765 -0.558 2.977
C 1.116 -1.616 2.257
C -0.239 -1.818 2.373
C 1.933 -2.494 1.474
C 3.295 -2.362 1.466
H 3.624 0.363 3.504
H 1.159 0.139 3.534
H -0.821 -1.277 3.099
H -0.727 -2.618 1.839
H 1.461 -3.286 0.913
H 3.930 -3.031 0.903
C -2.935 0.803 -3.283
C -2.112 1.171 -2.033
O -2.432 0.487 -0.928
C -0.586 0.979 -2.323
F 0.119 1.052 -1.143
F -0.047 1.876 -3.137
F -0.321 -0.231 -2.804
C -2.347 2.694 -1.744
F -2.145 3.502 -2.769
F -1.510 3.102 -0.741
F -3.574 2.897 -1.282
H -2.723 -0.229 -3.557
H -2.679 1.469 -4.103
H -3.992 0.900 -3.043
```

Net charge ... +1
Maximum force ... 1.88 eV Å⁻¹
LUMO ... -7.05 eV
HOMO ... -0.4320 Ha
Kohn-Sham gap ... 0.173 Ha
Spin multiplicity ... 1



4.
Computed, not measured: C11H9FNORhS4Sb as an isolated structure, with ωB97M-V/def2-TZVPD.

```
29
Properties=species:S:1:pos:R:3
Rh -0.118 -0.750 0.282
S 1.798 1.134 3.502
Sb -0.103 0.161 2.688
S 0.000 -2.139 2.273
S -0.290 0.943 -1.174
S -1.995 1.037 3.600
O 2.361 -0.844 -0.242
N 2.866 0.323 -0.461
C 2.804 0.862 -1.700
C 3.350 2.096 -1.961
C 3.929 2.834 -0.940
C 3.932 2.283 0.331
C 3.405 1.029 0.551
H 2.299 0.241 -2.421
H 3.276 2.492 -2.965
H 4.335 3.819 -1.126
H 4.311 2.827 1.186
H 3.318 0.566 1.523
F -5.891 -2.520 -0.796
C -4.621 -2.076 -0.506
C -3.541 -2.768 -1.012
C -2.265 -2.309 -0.707
C -2.044 -1.176 0.086
C -3.169 -0.514 0.566
C -4.458 -0.959 0.281
H -3.698 -3.647 -1.626
H -1.417 -2.862 -1.101
H -3.049 0.358 1.197
H -5.326 -0.441 0.670
```

Energy relative to the best compared isomer or geometry (same formula, charge and spin) ... 20.3 kJ/mol
Net charge ... -2
<S²> ... 0.77
Maximum force ... 0.69 eV Å⁻¹
LUMO (spin up / spin down) ... 4.81 / 4.80 eV
HOMO (spin up / spin down) ... -0.0399 / -0.0316 Ha
Kohn-Sham gap (spin up / spin down) ... 0.217 / 0.208 Ha
Spin multiplicity ... 2



5.
Computed, not measured: C11H9FNORhS4Sb as an isolated structure, with ωB97M-V/def2-TZVPD.

```
29
Properties=species:S:1:pos:R:3
Rh 1.189 -1.140 -1.018
S 4.582 0.002 1.721
Sb 3.812 -2.067 1.119
S 2.597 -1.884 -2.527
S 1.345 -2.011 1.194
S 4.486 -3.881 2.364
O -1.211 -1.495 -1.350
N -1.634 -1.510 -0.122
C -1.674 -2.682 0.545
C -2.084 -2.719 1.863
C -2.422 -1.546 2.509
C -2.338 -0.350 1.816
C -1.932 -0.347 0.496
H -1.326 -3.520 -0.036
H -2.076 -3.676 2.366
H -2.712 -1.556 3.552
H -2.548 0.600 2.285
H -1.775 0.526 -0.118
F 0.092 5.101 -1.776
C 0.326 3.752 -1.635
C -0.516 2.860 -2.258
C -0.255 1.494 -2.090
C 0.813 0.996 -1.336
C 1.626 1.972 -0.735
C 1.398 3.339 -0.873
H -1.344 3.226 -2.855
H -0.926 0.795 -2.583
H 2.466 1.650 -0.124
H 2.038 4.070 -0.392
```

Energy relative to the best compared isomer or geometry (same formula, charge and spin) ... 22.4 kJ/mol
Net charge ... -2
<S²> ... 8.78
Maximum force ... 0.72 eV Å⁻¹
LUMO (spin up / spin down) ... 4.61 / 4.58 eV
HOMO (spin up / spin down) ... -0.0205 / -0.0541 Ha
Kohn-Sham gap (spin up / spin down) ... 0.190 / 0.222 Ha
Spin multiplicity ... 6



6.
Computed, not measured: C11H9MnNO4S as an isolated structure, with ωB97M-V/def2-TZVPD.

```
27
Properties=species:S:1:pos:R:3
Mn -0.773 0.535 -0.749
C 0.567 -0.217 0.193
O 1.431 -0.877 0.626
C 0.189 0.906 -2.301
O 0.923 1.015 -3.160
C -0.130 2.216 0.003
O 0.408 3.140 0.486
C -1.171 -1.204 -1.406
O -1.422 -1.986 -2.243
C -2.754 1.299 -0.920
H -3.639 0.621 -1.009
H -3.082 2.203 -0.350
C -1.941 1.471 -2.023
H -1.730 2.511 -2.346
H -2.220 0.928 -2.951
S -1.831 0.039 1.361
C -1.103 -0.905 2.618
N -0.285 -0.183 3.462
C 0.464 -0.732 4.480
C 0.315 -2.082 4.751
C -0.427 -2.863 3.881
C -1.175 -2.285 2.859
H -0.245 0.833 3.355
H 0.936 -0.040 5.169
H 0.694 -2.488 5.669
H -0.514 -3.926 4.061
H -1.746 -2.829 2.135
```

Net charge ... +2
<S²> ... 8.86
Maximum force ... 10.68 eV Å⁻¹
LUMO (spin up / spin down) ... -7.53 / -10.73 eV
HOMO (spin up / spin down) ... -0.5540 / -0.6074 Ha
Kohn-Sham gap (spin up / spin down) ... 0.277 / 0.213 Ha
Spin multiplicity ... 6